{
  "formula": "C37H30N2PS2W",
  "method": "the ωB97M-V functional and the def2-TZVPD basis",
  "species": ["W", "C", "C", "C", "C", "C", "C", "P", "C", "C", "C", "C", "C", "C", "C", "C", "C", "C", "C", "C", "H", "H", "H", "H", "H", "H", "H", "H", "H", "H", "H", "H", "H", "H", "S", "C", "N", "C", "C", "C", "C", "C", "C", "H", "H", "H", "H", "H", "N", "S", "C", "C", "C", "C", "C", "C", "C", "C", "C", "C", "C", "C", "H", "H", "H", "H", "H", "H", "H", "H", "H", "H", "H"],
  "xyz": [[-0.42749, 0.35224, 0.49132], [-3.45737, -0.12662, 6.74855], [-3.74658, 0.88910, 5.84652], [-3.18295, 0.86567, 4.58141], [-2.33718, -0.18771, 4.22814], [-2.04508, -1.21051, 5.13467], [-2.60989, -1.17240, 6.39661], [-1.68398, -0.24637, 2.57502], [0.06753, -0.80490, 2.48869], [1.05512, 0.17376, 2.77185], [2.40883, -0.15183, 2.73156], [2.78751, -1.44759, 2.41348], [1.83084, -2.42389, 2.11453], [0.48697, -2.11052, 2.13364], [-2.44039, -1.39348, 1.40861], [-3.53884, -2.22357, 1.47430], [-3.90796, -2.90046, 0.30970], [-3.20015, -2.73991, -0.87825], [-2.09920, -1.89377, -0.94462], [-1.72614, -1.18988, 0.20246], [-3.89563, -0.10415, 7.73737], [-4.40738, 1.69655, 6.12945], [-3.41204, 1.65432, 3.87446], [-1.38604, -2.02760, 4.86532], [-2.39153, -1.95687, 7.10801], [0.75076, 1.16062, 3.10979], [3.15322, 0.59334, 2.97834], [3.83769, -1.71149, 2.41126], [2.14425, -3.43276, 1.88104], [-0.25458, -2.86547, 1.90514], [-4.09956, -2.35290, 2.39142], [-4.75968, -3.56760, 0.33160], [-3.51563, -3.28165, -1.76003], [-1.55640, -1.78222, -1.87622], [-1.86306, 4.71425, 0.55630], [-1.34915, 3.20967, 1.08047], [-1.21061, 2.28046, 0.14266], [-1.55454, 2.79362, -1.12083], [-1.55840, 2.09370, -2.32771], [-1.92728, 2.77508, -3.46594], [-2.29718, 4.12975, -3.41423], [-2.30856, 4.82415, -2.22644], [-1.93012, 4.13404, -1.07159], [-1.15599, 3.01376, 2.12514], [-1.30806, 1.03839, -2.37898], [-1.94884, 2.25965, -4.41632], [-2.59092, 4.63179, -4.32575], [-2.60637, 5.86310, -2.18981], [1.21227, -0.03584, -0.57934], [1.30009, -0.32743, -2.22408], [2.31293, -1.74502, -2.39994], [1.68838, -2.89680, -2.86621], [2.44715, -4.05141, -3.00458], [3.79340, -4.03544, -2.67259], [4.40406, -2.87221, -2.20636], [3.66856, -1.71007, -2.07048], [2.27872, 1.00770, -2.87482], [2.27443, 2.24418, -2.24342], [2.96538, 3.29121, -2.83504], [3.62355, 3.10109, -4.04252], [3.59866, 1.86232, -4.66915], [2.92273, 0.79938, -4.09016], [2.12174, -0.15294, -0.12992], [0.64048, -2.89075, -3.13822], [1.98856, -4.95522, -3.38106], [4.38179, -4.93578, -2.79015], [5.45992, -2.87136, -1.97200], [4.14662, -0.79062, -1.75288], [1.76185, 2.39420, -1.30281], [2.99286, 4.25820, -2.35150], [4.16080, 3.92145, -4.49855], [4.11233, 1.71758, -5.60962], [2.91075, -0.16733, -4.57671]],
  "forces_ev_per_a": [[0.303, 0.477, 0.281], [-0.007, 0.002, 0.010], [0.027, -0.035, -0.007], [-0.038, 0.046, -0.017], [0.024, 0.096, 0.006], [0.036, -0.052, 0.009], [-0.016, 0.024, 0.008], [-0.081, -0.276, 0.099], [-0.110, 0.026, -0.052], [-0.048, 0.035, -0.125], [0.001, -0.034, -0.026], [0.009, -0.016, 0.001], [-0.013, 0.037, -0.009], [0.030, -0.011, 0.033], [-0.024, 0.014, 0.037], [0.012, -0.021, -0.006], [0.003, -0.003, -0.009], [-0.001, -0.020, -0.024], [-0.012, -0.039, 0.091], [-0.179, -0.091, -0.246], [0.002, -0.003, 0.000], [-0.002, 0.003, -0.001], [0.006, -0.005, -0.006], [-0.003, 0.015, -0.022], [0.001, 0.000, 0.000], [0.008, 0.003, 0.015], [-0.003, 0.007, -0.004], [-0.002, -0.003, -0.002], [0.002, 0.000, 0.004], [0.000, -0.003, 0.003], [0.008, 0.011, 0.006], [-0.002, 0.002, 0.001], [-0.003, -0.001, 0.003], [-0.012, 0.004, -0.007], [-0.001, 0.115, 0.023], [-0.015, -0.100, 0.003], [0.013, -0.034, 0.160], [0.083, -0.136, -0.004], [0.007, 0.018, -0.009], [-0.016, 0.067, 0.003], [0.007, -0.065, -0.064], [0.013, -0.022, 0.085], [-0.044, 0.033, -0.176], [0.002, -0.016, -0.004], [-0.010, -0.015, 0.044], [0.001, -0.002, -0.001], [0.004, 0.003, 0.002], [0.002, 0.002, 0.014], [0.002, -0.065, -0.114], [-0.128, 0.062, 0.051], [0.078, -0.083, 0.005], [0.067, -0.046, -0.011], [-0.058, 0.030, 0.009], [0.025, -0.023, 0.003], [0.015, 0.006, 0.003], [-0.022, -0.016, -0.022], [0.057, 0.048, -0.047], [0.026, -0.014, 0.002], [0.013, 0.027, -0.018], [-0.009, 0.004, 0.012], [0.003, -0.037, -0.009], [-0.011, 0.026, 0.005], [0.015, 0.050, -0.009], [-0.007, 0.008, 0.005], [0.004, -0.002, -0.003], [0.008, 0.006, -0.001], [-0.002, -0.004, 0.001], [-0.015, 0.005, 0.001], [-0.009, -0.008, 0.001], [-0.005, -0.005, 0.008], [-0.002, 0.005, 0.006], [-0.003, -0.003, 0.000], [-0.002, -0.008, 0.001]],
  "mulliken_charge": [0.322, -0.463, -0.822, -0.283, 0.746, -0.269, -0.764, 1.459, -0.470, 0.024, -0.936, -0.606, -0.685, 0.182, -0.218, -0.741, -0.680, -0.810, -0.679, 0.546, 0.431, 0.426, 0.367, 0.403, 0.432, 0.465, 0.524, 0.500, 0.520, 0.521, 0.592, 0.450, 0.466, 0.468, -0.104, -0.027, 0.264, 0.110, -0.050, -0.928, -0.657, -0.540, 0.673, 0.353, 0.349, 0.477, 0.442, 0.466, -0.137, 0.768, 0.619, -0.282, -0.726, -0.510, -0.858, -0.495, 0.562, -0.299, -0.668, -0.590, -0.683, -0.630, 0.258, 0.394, 0.460, 0.465, 0.472, 0.493, 0.283, 0.456, 0.438, 0.446, 0.519],
  "s2": 2.0214,
  "max_force_ha_per_bohr": 0.0123,
  "spin_multiplicity": 3,
  "e_tot_ha": -2741.27547,
  "charge": 3
}